1.
The following is a DFT calculation (wB97M-V/def2-TZVPD) of a cluster of 2 separate species, C2H2N6O3 in total at a distorted geometry.

CARTESIAN COORDINATES (ANGSTROEM)
C  2.015  -1.237  0.255
C  0.032  0.833  0.043
N  3.004  -1.386  0.852
N  -1.200  1.010  0.174
N  0.788  -1.175  -0.220
N  -0.049  -1.988  -0.387
N  0.981  1.755  -0.309
N  -2.406  0.510  0.424
O  -0.069  -3.165  -0.699
O  1.198  2.646  0.521
O  1.662  1.356  -1.245
H  -3.161  1.168  0.476
H  -2.795  -0.327  0.115

Properties
2S+1: 1
HOMO energy (spin up / spin down), eV: -8.83 / -8.91
Kohn-Sham gap (spin up / spin down), eV: 6.3 / 6.4
E_LUMO (spin up / spin down), Ha: -0.0937 / -0.0923

=====

2.
The following is a DFT calculation (wB97M-V/def2-TZVPD) of the molecule C6H14O at a distorted geometry.

CARTESIAN COORDINATES (ANGSTROEM)
C  1.937  -0.535  -0.029
O  1.396  -1.845  0.204
C  1.033  0.343  -0.928
C  0.271  1.428  -0.174
C  -0.598  0.943  0.977
C  -1.510  -0.228  0.639
C  -2.434  0.049  -0.530
H  2.859  -0.684  -0.574
H  2.146  -0.080  0.939
H  1.704  -2.420  -0.516
H  1.726  0.851  -1.606
H  0.323  -0.310  -1.429
H  0.951  2.171  0.232
H  -0.351  2.005  -0.869
H  0.055  0.691  1.812
H  -1.249  1.744  1.329
H  -2.065  -0.520  1.535
H  -0.910  -1.126  0.467
H  -1.945  0.001  -1.499
H  -2.869  1.040  -0.466
H  -3.233  -0.689  -0.622

Properties
Structure (SMILES): CCCCCCO
2S+1: 1
HOMO energy, eV: -10.10
Kohn-Sham gap, eV: 11.1
E_LUMO, Ha: 0.0356

=====

3.
The following is a DFT calculation (wB97M-V/def2-TZVPD) of a structure of composition C30H63AsF6HgNO12S6 at a distorted geometry.

CARTESIAN COORDINATES (ANGSTROEM)
Hg  0.938  -3.434  2.216
As  -0.437  -0.499  -0.255
F  -0.331  0.512  1.175
F  -2.085  -1.053  0.158
F  -0.547  -1.470  -1.708
F  1.180  0.024  -0.681
F  0.147  -1.915  0.575
F  -1.191  0.791  -1.185
C  2.167  5.533  -5.947
C  2.442  4.562  -4.804
N  1.643  4.810  -3.599
C  1.724  6.190  -3.095
C  3.117  6.367  -2.508
C  0.299  4.236  -3.752
C  -0.477  4.119  -2.429
H  2.508  5.192  -6.924
H  2.443  6.554  -5.700
H  1.082  5.463  -6.078
H  2.312  3.541  -5.161
H  3.500  4.681  -4.550
H  1.659  7.068  -3.750
H  0.926  6.393  -2.381
H  3.832  6.641  -3.291
H  3.227  7.153  -1.762
H  3.533  5.401  -2.226
H  0.527  3.206  -4.038
H  -0.271  4.685  -4.570
H  -0.938  5.070  -2.152
H  0.218  3.953  -1.602
H  -1.206  3.313  -2.407
C  0.684  -5.815  -2.525
C  0.638  -4.308  -2.834
C  1.987  -3.723  -2.491
S  2.468  -4.515  -0.909
O  2.049  -3.771  0.285
O  3.876  -4.875  -1.017
C  1.403  -6.002  -1.151
H  1.238  -6.368  -3.284
H  -0.346  -6.165  -2.524
H  -0.179  -3.924  -2.217
H  0.272  -4.058  -3.829
H  2.116  -2.649  -2.358
H  2.868  -4.092  -3.019
H  0.595  -5.811  -0.437
H  1.916  -6.916  -0.869
C  -5.524  0.254  1.007
C  -4.983  0.775  -0.255
C  -5.426  -0.159  -1.381
S  -6.995  -1.020  -0.707
O  -6.725  -2.424  -0.465
O  -8.084  -0.526  -1.530
C  -7.027  -0.120  0.874
H  -5.513  0.968  1.835
H  -4.921  -0.614  1.290
H  -3.891  0.741  -0.226
H  -5.209  1.802  -0.545
H  -4.661  -0.862  -1.702
H  -5.805  0.431  -2.212
H  -7.539  -0.709  1.629
H  -7.484  0.859  0.733
C  3.667  2.682  -1.431
C  4.947  3.464  -1.562
C  6.064  2.593  -1.032
S  5.701  0.948  -1.838
O  5.826  -0.043  -0.779
O  6.338  0.852  -3.122
C  3.909  1.293  -2.047
H  2.872  3.243  -1.926
H  3.414  2.727  -0.369
H  4.964  4.324  -0.886
H  5.082  3.885  -2.560
H  5.789  2.388  0.003
H  7.122  2.788  -1.180
H  3.290  0.519  -1.598
H  3.688  1.307  -3.115
C  3.106  2.339  2.864
C  3.636  1.967  4.263
C  3.088  0.624  4.621
S  3.427  -0.314  3.064
O  2.345  -1.203  2.668
O  4.772  -0.819  3.170
C  3.374  1.159  1.968
H  3.584  3.237  2.478
H  2.019  2.444  2.774
H  3.469  2.758  4.994
H  4.713  2.007  4.077
H  2.014  0.743  4.773
H  3.461  0.142  5.522
H  2.982  0.971  0.970
H  4.429  1.225  1.668
C  -4.871  -4.730  1.041
C  -4.362  -5.961  1.732
C  -2.818  -6.004  1.713
S  -2.256  -4.496  0.818
O  -1.883  -4.927  -0.508
O  -1.274  -3.825  1.630
C  -3.813  -3.682  0.904
H  -5.759  -4.302  1.495
H  -4.910  -5.109  0.016
H  -4.769  -6.799  1.172
H  -4.673  -5.913  2.776
H  -2.338  -6.848  1.223
H  -2.441  -5.912  2.731
H  -3.924  -3.051  0.021
H  -3.798  -3.003  1.761
C  -3.068  0.388  4.707
C  -3.375  -1.130  4.711
C  -2.087  -1.826  5.183
S  -0.739  -0.967  4.308
O  -0.548  -1.801  3.113
O  0.316  -0.779  5.249
C  -1.772  0.515  3.881
H  -2.740  0.823  5.648
H  -3.959  0.785  4.226
H  -3.634  -1.448  3.696
H  -4.324  -1.371  5.191
H  -2.052  -2.913  5.175
H  -1.994  -1.558  6.239
H  -1.778  0.716  2.809
H  -1.185  1.390  4.173

Properties
Charge: +1
2S+1: 1
HOMO energy, eV: -9.82
Kohn-Sham gap, eV: 3.8
E_LUMO, Ha: -0.2213

=====

4.
The following is a DFT calculation (wB97M-V/def2-TZVPD) of a structure of composition N4O16SSr at a distorted geometry.

CARTESIAN COORDINATES (ANGSTROEM)
Sr  0.287  1.092  -0.611
N  2.109  7.136  -0.699
O  3.064  7.397  -0.063
O  1.594  8.155  -1.325
O  1.672  6.029  -0.712
N  -4.887  0.996  -3.985
O  -4.187  1.589  -3.169
O  -5.708  0.144  -3.635
O  -4.692  1.125  -5.152
N  1.701  -1.874  5.214
O  2.065  -3.037  4.929
O  1.216  -1.578  6.180
O  1.709  -1.054  4.293
N  6.046  -1.752  -1.762
O  6.212  -2.530  -0.793
O  5.598  -0.516  -1.595
O  6.143  -2.271  -2.822
S  -3.989  -3.851  1.105
O  -5.173  -3.039  1.143
O  -3.714  -4.099  2.497
O  -4.272  -5.021  0.275
O  -2.796  -3.040  0.683

Properties
Charge: -4
2S+1: 1
HOMO energy, eV: 1.45
Kohn-Sham gap, eV: 2.2
E_LUMO, Ha: 0.1353